a | Below is a cluster of 3 separate species, C5H14N2 in total, with properties calculated with ωB97M-V/def2-TZVPD.

Calculated values
E_LUMO   -0.133 hartree

```
! wB97M-V def2-TZVPD RIJCOSX def2/J DEFGRID3
* xyz 0 1
C -0.14 -1.01 1.66
C -0.88 -0.47 0.46
C -0.56 0.66 -0.43
C -0.14 -0.71 -0.88
C 2.70 1.34 -0.66
N 2.11 0.50 0.35
N -3.45 -0.49 -0.23
H -0.86 -1.25 2.44
H 0.48 -1.84 1.38
H 0.51 -0.26 2.12
H -4.42 -0.64 0.05
H -1.44 1.09 -0.95
H 0.02 1.45 0.06
H -0.74 -1.29 -1.57
H 0.88 -0.67 -1.24
H 3.35 0.76 -1.34
H 1.93 1.80 -1.27
H 3.34 2.11 -0.25
H 2.74 0.55 1.16
H -3.41 -0.91 -1.16
H -2.00 -0.72 0.28
*
```


b | Below is the molecule C5H14N2, with properties calculated with ωB97M-V/def2-TZVPD.

Calculated values
E_LUMO   0.041 hartree
SMILES string   CNCCN(C)C

```
! wB97M-V def2-TZVPD RIJCOSX def2/J DEFGRID3
* xyz 0 1
C 1.71 1.06 -0.80
N 0.70 1.38 0.16
C 0.39 2.82 0.22
C -0.50 0.60 -0.01
C -0.34 -0.83 0.51
N -0.97 -1.85 -0.26
C -1.24 -3.09 0.42
H 2.05 0.02 -0.73
H 1.39 1.17 -1.86
H 2.59 1.70 -0.68
H -0.28 3.04 -0.62
H 1.28 3.40 0.04
H -0.09 2.97 1.18
H -0.88 0.61 -1.05
H -1.27 1.10 0.58
H 0.71 -1.06 0.76
H -0.81 -0.83 1.50
H -0.52 -1.98 -1.16
H -1.76 -2.83 1.34
H -0.34 -3.67 0.70
H -1.83 -3.72 -0.24
*
```


Relative calculated energies, zero for the most stable structure, unit hartree: a 0.3314; b 0.0000.


a | Below is the molecule C5H14N2, with properties calculated with ωB97M-V/def2-TZVPD.

Calculated values
E_LUMO   0.041 hartree
SMILES string   C[C@H](N)CN(C)C

```
! wB97M-V def2-TZVPD RIJCOSX def2/J DEFGRID3
* xyz 0 1
N 2.36 -0.67 -0.71
C 1.03 -0.78 -0.15
C 0.99 -1.49 1.20
C 0.42 0.61 -0.35
N -1.03 0.44 0.06
C -1.91 0.33 -1.18
C -1.58 1.48 1.00
H 2.88 0.09 -0.75
H 2.89 -1.46 -0.74
H 0.44 -1.47 -0.89
H 0.10 -1.67 1.62
H 1.48 -2.45 0.95
H 1.49 -0.89 1.97
H 0.91 1.37 0.34
H 0.69 0.89 -1.52
H -1.60 -0.57 -1.70
H -1.57 1.12 -1.87
H -2.91 0.23 -0.71
H -0.89 1.51 1.85
H -1.55 2.29 0.33
H -2.64 1.10 1.23
*
```


b | Below is the molecule C5H14N2, with properties calculated with ωB97M-V/def2-TZVPD.

Calculated values
E_LUMO   0.042 hartree
SMILES string   CNCCN(C)C

```
! wB97M-V def2-TZVPD RIJCOSX def2/J DEFGRID3
* xyz 0 1
C 1.83 -0.25 0.37
N 0.95 0.67 -0.34
C 1.69 1.89 -0.72
C -0.19 1.08 0.45
C -1.10 -0.16 0.78
N -1.12 -1.06 -0.35
C -2.12 -2.09 -0.28
H 1.50 -1.29 0.26
H 2.79 -0.21 -0.14
H 1.90 0.07 1.41
H 1.05 2.47 -1.38
H 2.57 1.50 -1.21
H 1.94 2.46 0.19
H -0.81 1.85 0.00
H 0.17 1.35 1.46
H -0.64 -0.61 1.66
H -2.09 0.24 1.05
H -0.43 -0.75 -1.01
H -3.13 -1.71 -0.44
H -2.10 -2.49 0.75
H -1.80 -2.94 -0.89
*
```


c | Below is the molecule C5H14N2, with properties calculated with ωB97M-V/def2-TZVPD.

Calculated values
E_LUMO   0.037 hartree
SMILES string   C[C@@H](N)CN(C)C

```
! wB97M-V def2-TZVPD RIJCOSX def2/J DEFGRID3
* xyz 0 1
C -0.04 0.92 0.51
N 1.26 0.29 0.49
C 1.96 0.35 -0.78
C 1.46 -0.93 1.22
C -1.15 0.37 -0.44
C -1.30 -1.12 -0.35
N -2.38 1.07 0.00
H 0.08 1.96 0.18
H -0.46 0.88 1.51
H 2.25 1.37 -1.04
H 2.86 -0.24 -0.66
H 1.41 -0.04 -1.65
H 1.14 -1.86 0.73
H 0.94 -0.91 2.18
H 2.53 -1.03 1.42
H -1.02 0.62 -1.51
H -0.61 -1.74 -0.92
H -1.34 -1.47 0.68
H -2.22 -1.44 -0.89
H -2.26 2.07 -0.03
H -3.11 0.87 -0.67
*
```


Relative calculated energies, zero for the most stable structure, unit hartree: a 0.0680; b 0.0258; c 0.0000.


a | Below is a cluster of 2 separate species, C5H14N2 in total, with properties calculated with ωB97M-V/def2-TZVPD.

Calculated values
E_LUMO   -0.106 hartree

```
! wB97M-V def2-TZVPD RIJCOSX def2/J DEFGRID3
* xyz 0 1
C 3.93 -0.15 -0.29
C 0.07 0.69 -0.97
C -0.16 0.03 0.33
C -1.37 -0.79 0.30
N -2.40 0.15 0.01
C -3.77 -0.13 0.42
N 2.72 0.36 0.24
H 3.85 -0.59 0.73
H 3.78 -0.78 -1.23
H -0.63 1.66 -0.95
H -0.10 0.12 -1.82
H -0.33 0.74 1.17
H 0.70 -0.67 0.63
H -1.46 -1.45 1.17
H -1.19 -1.55 -0.50
H 1.11 1.00 -0.97
H -4.31 0.97 0.37
H -3.89 -0.65 1.43
H -4.32 -0.66 -0.36
H 4.84 0.44 -0.40
H 2.95 1.26 0.70
*
```


b | Below is a structure of composition C5H14N2, with properties calculated with ωB97M-V/def2-TZVPD.

Calculated values
E_LUMO   0.015 hartree

```
! wB97M-V def2-TZVPD RIJCOSX def2/J DEFGRID3
* xyz 0 1
N -2.69 1.09 -0.07
C -2.00 -0.09 0.47
C -1.99 -1.22 -0.56
C -0.57 0.35 0.84
N 0.49 -0.42 0.81
C 2.92 0.58 -1.06
C 3.54 -0.44 -0.09
H -3.69 1.04 0.04
H -2.37 1.92 0.42
H -2.46 -0.44 1.41
H -1.11 -1.83 -0.38
H -1.91 -0.75 -1.55
H -2.89 -1.83 -0.56
H 0.07 0.33 -0.19
H -0.57 1.23 1.52
H 3.34 0.49 -2.06
H 1.86 0.32 -1.10
H 2.98 1.60 -0.68
H 3.37 -1.43 -0.51
H 4.61 -0.25 0.03
H 3.04 -0.35 0.87
*
```


c | Below is a structure of composition C5H14N2, with properties calculated with ωB97M-V/def2-TZVPD.

Calculated values
E_LUMO   0.032 hartree

```
! wB97M-V def2-TZVPD RIJCOSX def2/J DEFGRID3
* xyz 0 1
C -0.72 1.14 -1.46
C 0.73 -1.18 -1.29
C -0.50 -0.51 -0.74
N -0.12 2.32 -0.95
N -1.57 -1.19 -0.51
H 0.61 2.72 -1.52
H -0.53 2.66 -0.08
H -2.34 -0.61 -0.19
H -0.37 0.94 -2.47
H -1.80 1.29 -1.57
H 1.52 -0.45 -1.49
H 1.10 -1.93 -0.58
H 0.48 -1.70 -2.22
C 0.30 0.21 1.64
C 0.61 -1.16 2.18
H 1.48 -1.60 1.67
H 1.18 0.86 1.63
H -0.50 0.69 2.21
H -0.19 0.46 0.41
H -0.25 -1.83 2.06
H 0.85 -1.13 3.25
*
```


Relative calculated energies, zero for the most stable structure, unit hartree: a 0.2201; b 0.0267; c 0.0000.


a | Below is the molecule C5H14N2, with properties calculated with ωB97M-V/def2-TZVPD.

Calculated values
E_LUMO   0.036 hartree
SMILES string   C[C@H](N)CN(C)C

```
! wB97M-V def2-TZVPD RIJCOSX def2/J DEFGRID3
* xyz 0 1
C 0.97 0.17 -0.18
N 0.11 -0.14 -1.31
C -0.43 -1.53 -1.21
C -0.74 0.78 -1.93
C 0.15 0.59 1.11
C 1.12 0.12 2.31
N -1.22 -0.07 1.19
H 1.85 -0.39 0.15
H 1.61 1.08 -0.63
H 0.38 -2.14 -1.68
H -1.32 -1.66 -1.84
H -0.40 -2.04 -0.25
H -1.49 1.27 -1.27
H -0.17 1.72 -2.27
H -1.25 0.41 -2.79
H -0.01 1.58 1.14
H 2.11 0.67 2.16
H 1.21 -0.94 2.24
H 0.82 0.36 3.34
H -1.49 -0.46 0.20
H -1.82 0.64 1.53
*
```


b | Below is a cluster of 2 separate species, C5H14N2 in total, with properties calculated with ωB97M-V/def2-TZVPD.

Calculated values
E_LUMO   0.027 hartree

```
! wB97M-V def2-TZVPD RIJCOSX def2/J DEFGRID3
* xyz 0 1
C -1.68 -0.11 0.13
C 0.46 0.26 -1.82
C -1.88 -1.18 1.19
C 0.55 -0.18 -0.38
C 1.25 -1.27 0.00
H -2.27 0.79 0.37
H -2.01 -0.44 -0.85
H -0.20 1.12 -1.93
H 0.05 -0.55 -2.42
H 1.44 0.50 -2.23
H -1.70 -0.79 2.20
H -1.18 -2.01 1.02
H -2.89 -1.61 1.23
H 1.37 -1.55 1.04
H 1.58 -2.00 -0.73
N 0.68 1.05 0.63
N 1.80 2.00 0.49
H 2.62 1.43 0.31
H 1.61 2.53 -0.36
H 0.73 0.65 1.57
H -0.32 1.36 0.54
*
```


Relative calculated energies, zero for the most stable structure, unit hartree: a 0.0000; b 0.0982.


a | Below is the molecule C4H8N2S2, with properties calculated with ωB97M-V/def2-TZVPD.

Calculated values
E_LUMO   0.010 hartree
SMILES string   [H]/N=C(\C)N(S)C(C)=S

```
! wB97M-V def2-TZVPD RIJCOSX def2/J DEFGRID3
* xyz 0 1
C -2.05 -0.81 0.48
C -0.95 -0.09 -0.34
C 1.51 0.08 -0.12
C 1.44 1.55 0.17
H -1.62 -1.21 1.42
H -2.41 -1.70 -0.06
H -2.83 -0.13 0.75
H -1.91 1.52 -0.83
H 1.75 -2.35 -0.32
H 2.43 1.82 0.50
H 1.29 2.13 -0.75
H 0.66 1.89 0.84
N -1.04 1.02 -0.99
N 0.36 -0.63 -0.26
S 0.40 -2.41 -0.35
S 2.99 -0.67 -0.14
*
```


b | Below is the molecule C4H8N2S2, with properties calculated with ωB97M-V/def2-TZVPD.

Calculated values
E_LUMO   0.026 hartree
SMILES string   [H]/N=C1/NS[C@H](C)CS1

```
! wB97M-V def2-TZVPD RIJCOSX def2/J DEFGRID3
* xyz 0 1
C -2.96 0.26 0.16
C -1.46 0.17 0.41
C -0.74 1.38 -0.19
C 1.66 -0.28 0.06
H -3.48 -0.57 0.60
H -3.36 1.17 0.56
H -3.18 0.23 -0.91
H -1.23 0.10 1.46
H -1.00 1.45 -1.28
H -1.07 2.29 0.32
H 3.49 0.21 -0.07
H 1.16 -2.17 0.54
N 2.89 -0.58 0.04
N 0.73 -1.26 0.37
S 1.08 1.41 -0.05
S -0.81 -1.34 -0.36
*
```


Relative calculated energies, zero for the most stable structure, unit hartree: a 0.0278; b 0.0000.


a | Below is the ion C2H7IN3 with charge +1, with properties calculated with ωB97M-V/def2-TZVPD.

Calculated values
E_LUMO (alpha / beta)   -0.178 / -0.178 hartree

```
! wB97M-V def2-TZVPD RIJCOSX def2/J DEFGRID3
* xyz 1 1
C 0.27 1.04 0.53
C -1.26 -0.48 -0.31
N -0.97 0.75 -0.24
N -2.25 -1.15 -0.97
N 1.25 0.03 0.11
I -1.64 2.46 -1.51
H 0.70 2.04 0.46
H 0.04 0.77 1.60
H 0.77 -0.86 0.09
H -3.12 -0.82 -1.43
H -2.33 -2.12 -0.67
H 1.53 0.33 -0.78
H 2.13 0.17 0.74
*
```


b | Below is a cluster of 2 separate species, C2H7IN3 in total, with properties calculated with ωB97M-V/def2-TZVPD.

Calculated values
E_LUMO   -0.174 hartree

```
! wB97M-V def2-TZVPD RIJCOSX def2/J DEFGRID3
* xyz 1 1
C 0.21 -0.24 0.32
C 0.84 0.75 -0.59
N -0.14 -0.97 -0.73
N 0.35 -0.56 1.59
N 0.38 -0.06 -1.70
I 0.48 2.84 -0.42
H -1.77 0.17 0.69
H 2.01 0.76 -0.67
H -0.20 -1.99 -0.78
H -0.34 -1.16 2.00
H 1.08 -0.03 2.04
H -2.52 0.16 0.58
H -0.37 0.33 -2.35
*
```


Relative calculated energies, zero for the most stable structure, unit hartree: a 0.0000; b 0.0435.